(1)
DFT (ωB97M-V/def2-TZVPD) results for a 2-piece molecular cluster, C3H6ClN overall in a non-equilibrium geometry.

* LUMO level: 0.999 eV
* HOMO level: -8.3 eV
* gap between HOMO and LUMO: 9.339 eV

Structure (ORCA input):
```
! RIJCOSX wB97M-V def2-TZVPD def2/J DEFGRID3
* xyz 0 1
C 0.103 -0.746 -0.882
C -0.759 0.229 -1.026
C -0.732 -0.539 2.936
N -0.012 0.263 2.164
Cl -1.033 -2.090 2.398
H -0.279 -1.768 -0.529
H 1.146 -0.681 -1.141
H -0.354 1.197 -1.468
H -1.776 0.232 -0.676
H 0.504 -0.035 1.368
H 0.278 1.102 2.731
*
```

=====

(2)
DFT (ωB97M-V/def2-TZVPD) results for an isolated ion of composition C3H6ClN2 and charge +1 in a non-equilibrium geometry.

* LUMO level (spin up / spin down): -3.135 / -7.349 eV
* HOMO level (spin up / spin down): -10.3 / -16.0 eV
* gap between HOMO and LUMO (spin up / spin down): 7.148 / 8.695 eV

Structure (ORCA input):
```
! RIJCOSX wB97M-V def2-TZVPD def2/J DEFGRID3
* xyz 1 3
C 1.087 0.976 0.046
C -0.674 -0.568 -0.008
C -1.954 -0.935 -0.161
N -0.187 0.733 0.135
N 1.939 0.041 -0.018
Cl -3.192 0.240 0.120
H 1.278 1.993 -0.068
H 0.142 -1.358 -0.021
H 1.746 -0.980 0.308
H -2.132 -1.953 -0.237
H -0.913 1.532 0.143
H 2.860 0.279 -0.237
*
```

=====

(3)
DFT (ωB97M-V/def2-TZVPD) results for an isolated ion of composition C3H6ClN2O and charge +1 in a non-equilibrium geometry.

* LUMO level (spin up / spin down): -6.458 / -5.834 eV
* HOMO level (spin up / spin down): -13.3 / -13.9 eV
* gap between HOMO and LUMO (spin up / spin down): 6.803 / 8.021 eV

Structure (ORCA input):
```
! RIJCOSX wB97M-V def2-TZVPD def2/J DEFGRID3
* xyz 1 1
C -0.746 0.332 -0.539
C 1.556 -0.053 1.088
C 2.015 0.362 -0.255
N -0.824 0.610 0.704
N -1.642 0.249 -1.404
O 0.293 0.666 1.539
Cl 2.485 1.935 -0.412
H 1.397 -1.130 1.228
H 2.260 0.253 1.907
H 2.167 -0.362 -0.905
H -1.529 1.391 1.179
H -1.638 -0.215 -2.376
H -2.573 0.420 -1.012
*
```

=====

(4)
DFT (ωB97M-V/def2-TZVPD) results for one molecule with the formula C3H6ClN3O in a non-equilibrium geometry.

* LUMO level: 0.278 eV
* HOMO level: -9.4 eV
* gap between HOMO and LUMO: 9.658 eV

Structure (ORCA input):
```
! RIJCOSX wB97M-V def2-TZVPD def2/J DEFGRID3
* xyz 0 1
H -3.472 -0.147 -0.743
N -2.522 0.356 -0.733
C -1.733 -0.617 -0.358
N -0.482 -0.440 0.085
O 0.148 -1.777 0.351
C 0.399 0.701 0.099
C 1.649 0.413 0.586
Cl 2.692 -0.290 -0.779
N -0.043 1.884 -0.134
H 0.789 2.546 0.018
H -2.006 -1.658 -0.365
H 0.629 -2.094 -0.390
H 2.155 1.411 0.949
H 1.796 -0.287 1.413
*
```

=====

(5)
DFT (ωB97M-V/def2-TZVPD) results for a 2-piece molecular cluster, C3H6ClN4O2 overall in a non-equilibrium geometry.

* LUMO level: -4.603 eV
* HOMO level: -13.7 eV
* gap between HOMO and LUMO: 9.123 eV

Structure (ORCA input):
```
! RIJCOSX wB97M-V def2-TZVPD def2/J DEFGRID3
* xyz 1 1
C -0.533 0.273 -0.028
C -1.572 -0.606 -0.068
C 1.580 -0.293 0.007
N -2.833 -0.201 -0.063
N 1.752 -1.530 -0.325
N -0.601 1.653 0.087
N 2.398 0.633 0.342
O -1.721 2.140 0.050
O 0.418 2.308 0.225
Cl -1.317 -2.313 -0.131
H -2.994 0.809 -0.021
H -3.613 -0.842 -0.063
H 0.949 -2.124 -0.510
H 2.676 -1.945 -0.410
H 2.016 1.580 0.477
H 3.394 0.460 0.432
*
```

=====

(6)
DFT (ωB97M-V/def2-TZVPD) results for one molecule with the formula C3H6ClNO in a non-equilibrium geometry.

* LUMO level: 0.717 eV
* HOMO level: -9.9 eV
* gap between HOMO and LUMO: 10.623 eV

Structure (ORCA input):
```
! RIJCOSX wB97M-V def2-TZVPD def2/J DEFGRID3
* xyz 0 1
C 1.156 0.608 -0.578
C -0.144 0.162 0.146
N 0.109 -0.287 1.439
Cl -1.322 1.534 0.067
C -0.971 -0.932 -0.672
O -1.548 -1.833 -0.170
H 1.401 1.639 -0.269
H 0.944 0.654 -1.720
H 1.704 -0.359 -0.431
H -0.012 0.464 2.108
H -0.384 -1.085 1.769
H -0.933 -0.566 -1.688
*
```

=====

Relative energy (zero: lowest compared OMol25 entry of this formula, charge and spin), respectively: 221.4, 0.0, 659.7, 273.7, 102.6, 118.9 kJ/mol.
E_tot, respectively: -632.74239, -687.20409, -762.38416, -817.49269, -947.19767, -708.06881 a.u..